No. 1
Formula: C39H50N4O5S2Se2W
Source: the Open Molecules 2025 dataset
Level of theory: ωB97M-V/def2-TZVPD

```
103
Properties=species:S:1:pos:R:3:forces:R:3
W 0.456 -0.384 0.534 -6.0 1.3 -1.6
O 0.274 -1.664 1.859 1.3 -2.6 1.4
C 0.960 -2.737 2.280 0.1 0.0 -0.7
C 0.875 -3.169 3.591 -0.1 0.0 0.4
C 1.506 -4.338 3.983 -0.1 0.2 -0.3
C 2.213 -5.105 3.054 0.1 -0.2 0.0
C 2.322 -4.682 1.755 0.0 0.2 -0.2
C 1.727 -3.469 1.335 -0.6 -0.5 0.6
C 1.970 -2.983 0.041 -0.1 1.1 -0.2
N 1.591 -1.776 -0.387 1.7 -1.0 0.4
N 2.638 -1.221 -1.190 0.4 -0.4 -0.4
C 2.513 0.794 0.215 1.9 0.7 -0.3
O 2.003 0.269 1.416 0.5 0.2 0.2
C 3.091 2.184 0.323 -0.1 -0.1 0.2
C 3.108 2.872 1.529 0.1 -0.2 0.1
C 3.511 4.200 1.560 0.0 0.1 0.0
C 3.876 4.846 0.389 0.0 0.0 0.1
C 3.862 4.156 -0.816 0.0 0.0 -0.1
C 3.481 2.826 -0.850 -0.1 -0.1 0.0
H 0.317 -2.585 4.310 0.0 0.0 0.0
H 1.443 -4.656 5.013 0.0 0.0 0.0
H 2.684 -6.027 3.363 0.0 0.0 0.0
H 2.897 -5.252 1.036 0.0 0.0 0.0
H 2.640 -3.528 -0.615 0.1 0.1 0.0
H 2.835 2.367 2.448 -0.1 0.0 0.0
H 3.534 4.734 2.501 0.0 0.0 0.0
H 4.175 5.885 0.418 0.0 0.0 0.0
H 4.152 4.656 -1.729 0.0 0.0 0.0
H 3.485 2.276 -1.784 0.0 0.1 -0.1
O -1.025 1.288 -0.249 -0.1 -0.1 -0.1
S -1.172 2.821 -0.265 -0.2 0.0 -0.4
C -0.781 3.413 -1.962 0.2 -0.2 0.2
C -0.935 2.307 -2.999 0.1 -0.1 0.0
C 0.420 1.764 -3.458 -0.1 0.0 0.0
C 0.311 0.370 -4.064 0.3 -0.1 0.3
S 0.523 -0.944 -2.792 0.2 -0.1 -0.8
O 1.347 0.859 -0.567 1.2 0.1 -0.3
C 2.269 -0.852 -2.489 -0.7 -0.1 -0.4
C 3.472 -0.352 -0.348 -0.4 0.1 0.0
C 4.789 0.050 -0.915 0.0 -0.2 -0.1
C 5.249 -0.065 -2.180 0.1 0.1 0.2
C 4.538 -0.372 -3.367 0.0 -0.1 -0.1
C 3.177 -0.619 -3.497 0.0 0.1 0.3
C -2.952 3.050 -0.342 0.1 0.0 0.1
C -3.801 1.973 -0.515 0.1 -0.2 -0.1
C -5.171 2.190 -0.546 0.0 0.1 0.0
C -5.674 3.473 -0.393 0.0 -0.1 0.0
C -4.812 4.548 -0.215 0.0 0.0 -0.1
C -3.443 4.340 -0.182 0.1 0.1 0.0
H 0.240 3.792 -1.912 0.0 0.0 0.0
H -1.458 4.251 -2.123 0.0 0.0 0.1
H -1.496 2.680 -3.857 0.0 0.0 0.0
H -1.513 1.492 -2.561 -0.1 0.1 -0.1
H 1.099 1.713 -2.608 0.1 0.1 -0.1
H 0.852 2.455 -4.186 0.0 0.0 0.0
H 1.063 0.203 -4.828 -0.1 0.0 -0.1
H -0.667 0.191 -4.510 0.0 -0.1 0.0
H 3.701 -0.955 0.540 0.0 0.2 -0.1
H 5.477 0.382 -0.148 0.0 0.0 0.0
H 6.298 0.167 -2.320 0.0 0.1 0.0
H 5.106 -0.343 -4.287 0.0 0.0 0.0
H 2.789 -0.645 -4.505 0.0 0.1 0.0
H -3.392 0.978 -0.619 0.0 0.0 0.0
H -5.840 1.353 -0.690 0.0 0.0 0.0
H -6.744 3.631 -0.399 0.0 0.1 0.0
H -5.211 5.546 -0.110 0.0 0.0 0.1
H -2.764 5.172 -0.036 0.0 0.1 0.0
C 0.107 0.950 5.531 0.3 -0.1 -0.5
Se 0.823 0.593 3.716 -0.3 1.0 1.7
C -0.126 2.064 2.806 0.0 -0.5 0.3
C -1.623 1.794 2.775 0.1 -0.2 -0.1
Se -2.032 0.061 1.883 -0.3 0.9 0.9
C -2.393 -0.992 3.502 0.3 -0.1 -0.4
H 0.343 1.973 5.815 0.0 0.0 0.0
H 0.647 0.269 6.186 0.0 0.0 0.0
H -0.961 0.763 5.618 0.0 0.0 -0.1
H 0.304 2.097 1.804 0.0 0.2 0.1
H 0.100 3.005 3.310 0.0 0.0 0.0
H -2.181 2.567 2.246 0.0 0.0 0.0
H -2.004 1.739 3.793 -0.2 -0.1 -0.1
H -2.891 -0.364 4.235 0.0 0.1 -0.1
H -1.463 -1.390 3.900 0.0 0.1 0.0
H -3.058 -1.804 3.217 0.0 0.0 0.0
C -1.814 -4.970 -1.198 0.0 0.0 0.0
N -1.856 -3.748 -0.404 0.3 -0.2 0.0
C -1.658 -3.968 1.016 -0.2 0.1 0.0
C -1.903 -2.496 -0.916 0.2 0.6 0.3
O -1.290 -1.522 -0.361 0.1 -0.3 0.0
N -2.676 -2.255 -1.980 -0.1 0.0 -0.3
C -2.678 -0.952 -2.619 0.2 0.0 0.0
C -3.663 -3.174 -2.533 -0.2 -0.1 0.0
H -0.932 -5.542 -0.901 0.0 0.0 0.0
H -1.726 -4.746 -2.255 0.0 0.0 0.0
H -2.692 -5.593 -1.018 0.0 0.0 -0.1
H -2.512 -4.526 1.409 0.0 0.0 0.0
H -1.594 -3.017 1.532 0.0 0.0 0.0
H -0.755 -4.549 1.205 0.0 0.0 0.0
H -1.952 -0.317 -2.124 -0.1 0.0 0.0
H -3.672 -0.507 -2.542 0.0 0.0 0.0
H -2.421 -1.055 -3.675 -0.1 0.0 0.0
H -3.992 -3.897 -1.793 0.0 0.0 0.0
H -3.284 -3.693 -3.415 0.0 0.0 0.0
H -4.528 -2.590 -2.842 0.0 0.0 0.0
```
Positions in Å, forces in eV/Å.

## Properties
- HOMO level (alpha / beta) (eV) = -11.37 / -12.82
- spin multiplicity = 3
- LUMO energy (alpha / beta) (eV) = -6.148 / -6.595
- largest force on an atom (eV/Å) = 6.35
- net charge = +2
- <S²> = 2.060
- calculated total energy (hartree) = -7777.07686
- orbital gap (alpha / beta) (eV) = 5.22 / 6.22

Atomic partial charges in e from the Mulliken method, atoms 1 to 99:
1 W 0.59
2 O 1.06
3 C 0.41
4 C -0.54
5 C -0.84
6 C -0.92
7 C -1.07
8 C 1.15
9 C -1.08
10 N 0.60
11 N -0.15
12 C 2.03
13 O -0.93
14 C -0.13
15 C -0.29
16 C -0.93
17 C -0.68
18 C -0.91
19 C -0.49
20 H 0.31
21 H 0.52
22 H 0.46
23 H 0.53
24 H 0.67
25 H 0.53
26 H 0.48
27 H 0.44
28 H 0.48
29 H 0.15
30 O -1.57
31 S 0.49
32 C -1.19
33 C -0.16
34 C 0.64
35 C -1.27
36 S 0.37
37 O -0.12
38 C 0.36
39 C 0.01
40 C -1.04
41 C -0.73
42 C -0.84
43 C -0.49
44 C 0.54
45 C 0.32
46 C -1.04
47 C -0.59
48 C -0.81
49 C -0.67
50 H 0.64
51 H 0.60
52 H 0.67
53 H -0.59
54 H -0.89
55 H 0.63
56 H 0.40
57 H 0.48
58 H 0.37
59 H 0.49
60 H 0.40
61 H 0.39
62 H 0.44
63 H 0.23
64 H 0.49
65 H 0.43
66 H 0.45
67 H 0.53
68 C -1.24
69 Se 0.47
70 C 0.33
71 C -0.86
72 Se 0.94
73 C -1.03
74 H 0.35
75 H 0.43
76 H 0.32
77 H -0.93
78 H 0.90
79 H 0.39
80 H 0.74
81 H 0.56
82 H -0.08
83 H 0.41
84 C -1.14
85 N 0.19
86 C -0.53
87 C 0.12
88 O 0.20
89 N 0.27
90 C -0.23
91 C -1.26
92 H 0.37
93 H 0.35
94 H 0.34
95 H 0.52
96 H -0.45
97 H 0.26
98 H -0.86
99 H 0.66



No. 2
Formula: C31H23ClF2IO2PPt
Source: the Open Molecules 2025 dataset
Level of theory: ωB97M-V/def2-TZVPD

```
62
Properties=species:S:1:pos:R:3:forces:R:3
Pt -0.071 -0.235 -0.079 0.3 -0.2 1.0
C -1.153 -0.919 6.746 0.0 0.0 0.0
C -0.773 -1.852 5.792 0.0 0.0 0.0
C -0.477 -1.445 4.501 0.0 0.0 -0.1
C -0.551 -0.097 4.155 -0.1 -0.1 -0.2
C -0.943 0.837 5.115 0.0 0.0 0.0
C -1.238 0.424 6.405 0.0 0.0 0.0
P -0.090 0.398 2.454 0.2 0.5 -0.4
C -0.792 2.074 2.339 -0.1 0.0 0.1
C -2.182 2.178 2.293 0.1 0.0 0.0
C -2.789 3.411 2.124 0.0 0.0 0.0
C -2.008 4.554 2.004 0.0 0.0 0.0
C -0.627 4.457 2.072 0.0 0.1 0.0
C -0.016 3.222 2.236 0.0 -0.1 0.0
C 1.708 0.656 2.574 0.0 0.0 0.2
C 2.301 1.020 3.760 -0.1 -0.1 -0.2
C 3.683 1.258 3.828 0.1 0.0 0.0
C 4.459 1.117 2.712 0.0 0.0 0.1
C 3.897 0.724 1.477 -0.3 0.0 0.0
C 4.702 0.543 0.330 0.1 0.0 -0.1
C 4.151 0.128 -0.848 0.1 0.0 0.1
C 2.764 -0.115 -0.934 0.1 0.0 0.1
C 1.958 0.063 0.157 -0.4 -0.2 -0.5
C 2.492 0.489 1.398 0.3 0.0 0.1
H -1.388 -1.238 7.754 0.0 0.0 0.0
H -0.714 -2.901 6.052 0.0 0.0 0.0
H -0.189 -2.171 3.750 0.0 0.0 0.1
H -1.012 1.885 4.858 0.0 0.0 0.0
H -1.536 1.156 7.145 0.0 0.0 0.0
H -2.783 1.284 2.398 -0.1 0.0 0.0
H -3.869 3.477 2.084 0.0 0.0 0.0
H -2.479 5.517 1.855 0.0 0.0 0.0
H -0.017 5.348 1.991 0.0 0.0 0.0
H 1.063 3.148 2.269 0.0 0.0 0.0
H 1.700 1.127 4.654 0.0 0.0 0.0
H 4.127 1.551 4.771 0.0 0.0 0.0
H 5.527 1.293 2.763 0.0 0.0 0.0
H 5.766 0.730 0.408 0.0 0.0 0.0
H 4.771 -0.018 -1.723 0.0 0.0 0.0
H 2.345 -0.443 -1.876 0.0 0.0 0.0
Cl 0.027 4.102 -6.376 0.0 0.1 0.0
C -0.010 2.830 -5.224 0.0 -0.3 -0.1
C -0.162 1.522 -5.674 0.0 0.1 -0.2
C -0.136 0.511 -4.726 0.1 0.0 0.0
C 0.007 0.766 -3.335 0.1 0.0 -0.2
O 0.146 -0.211 -2.543 -0.1 -0.1 0.0
C 0.054 2.172 -2.876 0.0 0.0 0.0
C 0.059 2.564 -1.519 0.0 0.2 0.0
O -0.148 1.872 -0.460 -0.1 -0.2 0.2
C 0.110 3.157 -3.867 0.0 0.0 0.3
H -0.265 1.312 -6.728 0.0 0.0 0.0
H -0.184 -0.527 -5.030 0.0 0.0 0.1
H 0.217 3.634 -1.341 -0.1 0.0 0.0
H 0.206 4.194 -3.574 0.0 0.0 -0.1
I -3.236 -1.224 0.552 0.4 0.2 -0.2
C -2.034 -0.366 -0.938 -0.7 -0.1 -0.2
H -2.393 0.632 -1.169 0.1 0.0 0.1
H -2.000 -1.028 -1.796 0.1 -0.1 0.1
F -0.580 -2.965 -0.636 0.0 0.0 0.1
C 0.209 -2.227 0.222 -0.1 0.2 -0.1
F -0.157 -2.622 1.502 0.0 -0.1 -0.2
H 1.231 -2.584 0.082 0.0 0.1 0.0
```
Positions in Å, forces in eV/Å.

## Properties
- HOMO level (alpha / beta) (eV) = -5.49 / -8.21
- spin multiplicity = 5
- LUMO energy (alpha / beta) (eV) = 0.285 / -2.750
- largest force on an atom (eV/Å) = 1.04
- net charge = 0
- <S²> = 6.036
- calculated total energy (hartree) = -2763.71620
- orbital gap (alpha / beta) (eV) = 5.77 / 5.46

Now the Mulliken charges, all in e:
1 Pt 1.95
2 C -0.52
3 C -0.68
4 C -0.56
5 C 0.34
6 C -0.27
7 C -0.75
8 P 0.93
9 C 0.59
10 C -0.29
11 C -0.79
12 C -0.50
13 C -0.72
14 C -0.32
15 C 0.51
16 C -0.30
17 C -1.09
18 C -0.77
19 C 0.60
20 C -0.90
21 C -0.86
22 C -0.45
23 C -0.27
24 C -0.02
25 H 0.38
26 H 0.42
27 H 0.43
28 H 0.45
29 H 0.41
30 H 0.35
31 H 0.41
32 H 0.37
33 H 0.41
34 H 0.38
35 H 0.44
36 H 0.43
37 H 0.39
38 H 0.37
39 H 0.44
40 H 0.52
41 Cl -0.19
42 C 0.61
43 C -0.90
44 C -0.31
45 C 0.06
46 O -0.73
47 C 1.38
48 C -0.63
49 O -0.73
50 C -1.39
51 H 0.41
52 H 0.48
53 H 0.21
54 H 0.44
55 I 0.18
56 C -1.27
57 H 0.49
58 H 0.62
59 F -0.29
60 C -0.07
61 F -0.22
62 H 0.41



No. 3
Formula: C2H4N2
Source: the Open Molecules 2025 dataset
Level of theory: ωB97M-V/def2-TZVPD

```
8
Properties=species:S:1:pos:R:3:forces:R:3
C -0.421 0.580 1.335 -1.9 0.2 0.1
N 0.009 0.955 0.183 0.0 0.0 2.9
N -0.403 0.069 -0.759 2.5 -1.0 -2.5
C 0.574 -0.584 -1.330 -1.5 -0.4 0.7
H -0.436 1.108 2.327 1.0 0.0 -1.4
H -1.177 -0.239 1.326 0.8 0.1 0.2
H 1.655 -0.627 -0.936 -1.7 0.4 -0.8
H 0.199 -1.261 -2.146 0.9 0.6 0.9
```
Positions in Å, forces in eV/Å.

## Properties
- HOMO level (eV) = -9.90
- LUMO energy (eV) = 0.676
- largest force on an atom (eV/Å) = 3.72
- SMILES string = C=NN=C
- net charge = 0
- calculated total energy (hartree) = -188.02302
- orbital gap (eV) = 10.57

Now the Mulliken charges, all in e:
1 C -0.25
2 N -0.27
3 N -0.30
4 C -0.25
5 H 0.25
6 H 0.29
7 H 0.28
8 H 0.26



No. 4
Formula: C33H25N7O6RuS
Source: the Open Molecules 2025 dataset
Level of theory: ωB97M-V/def2-TZVPD

```
73
Properties=species:S:1:pos:R:3:forces:R:3
Ru -1.090 -0.293 -0.269 -0.4 -0.2 -0.8
O -1.767 2.779 -3.333 0.1 0.2 0.0
C -1.293 1.828 -2.719 -0.2 0.0 0.2
N -1.345 1.620 -1.382 0.3 -0.1 0.2
C -1.935 2.638 -0.592 0.1 0.0 -0.4
C -1.644 3.990 -0.743 0.1 0.0 -0.1
C -2.283 4.943 0.035 0.1 0.0 -0.1
C -3.218 4.541 0.977 0.0 -0.1 0.0
C -3.497 3.192 1.158 0.0 -0.1 0.1
C -2.843 2.222 0.384 -0.3 -0.3 0.2
N -2.952 0.822 0.511 0.3 0.1 0.1
C -3.802 0.240 1.361 0.0 0.1 -0.2
O -4.740 0.734 1.991 0.0 0.1 0.1
C -3.532 -1.234 1.565 0.0 0.1 -0.2
C -4.089 -1.880 2.656 -0.1 -0.1 0.2
C -3.780 -3.212 2.874 -0.1 0.1 0.0
C -2.962 -3.863 1.963 0.0 -0.1 0.0
C -2.471 -3.150 0.885 -0.1 0.1 -0.2
N -2.729 -1.847 0.699 0.2 -0.3 0.3
C -0.615 0.750 -3.529 0.1 -0.1 0.2
C -0.557 0.886 -4.909 0.0 0.0 -0.2
C 0.077 -0.098 -5.646 0.0 0.0 0.0
C 0.629 -1.182 -4.977 0.0 0.0 -0.1
C 0.523 -1.229 -3.599 0.1 0.1 0.2
N -0.091 -0.283 -2.885 0.2 0.2 -0.1
H -0.913 4.283 -1.486 -0.1 0.0 0.0
H -2.064 5.996 -0.108 0.0 -0.1 0.0
H -3.740 5.281 1.571 0.0 0.0 0.0
H -4.224 2.871 1.887 0.0 0.0 0.0
H -4.732 -1.307 3.309 0.0 0.0 0.0
H -4.180 -3.740 3.732 0.0 0.0 0.0
H -2.701 -4.907 2.081 0.0 0.1 0.0
H -1.864 -3.628 0.129 0.0 0.0 0.0
H -1.015 1.758 -5.356 0.0 0.0 0.0
H 0.143 -0.022 -6.725 0.0 0.0 0.0
H 1.129 -1.985 -5.506 0.0 0.1 0.0
H 0.961 -2.056 -3.049 -0.1 0.1 -0.2
C 6.620 1.253 -2.573 -0.1 -0.1 0.0
C 5.480 0.708 -1.745 0.0 0.0 0.0
C 4.161 0.831 -2.173 0.0 0.0 -0.1
C 3.110 0.375 -1.389 0.1 -0.1 0.0
C 3.382 -0.239 -0.175 0.1 0.3 0.1
C 4.692 -0.388 0.265 0.0 -0.1 -0.1
C 5.731 0.085 -0.523 0.0 0.0 0.0
S 2.043 -0.539 0.959 0.0 0.0 -0.2
O 2.559 -1.462 1.945 0.1 0.0 0.2
O 1.652 0.783 1.401 -0.2 -0.2 0.0
N 0.859 -1.187 0.122 0.1 0.1 0.1
C 1.114 -2.546 -0.367 -0.1 0.5 0.2
C -0.008 -3.011 -1.279 -0.5 0.0 0.1
O 0.121 -4.112 -1.809 -0.2 0.2 -0.1
O -1.028 -2.221 -1.404 0.4 -0.4 0.4
H 6.252 1.907 -3.364 0.0 0.0 0.0
H 7.191 0.446 -3.041 0.0 0.0 0.0
H 7.310 1.825 -1.951 0.0 0.0 0.0
H 3.950 1.308 -3.127 0.0 0.0 0.1
H 2.081 0.510 -1.696 0.0 0.0 -0.1
H 4.875 -0.873 1.218 0.0 0.1 -0.1
H 6.757 -0.015 -0.177 -0.1 0.0 0.0
H 1.198 -3.272 0.446 0.0 0.0 0.1
H 2.046 -2.617 -0.934 0.1 0.1 0.0
N 0.158 -3.298 5.631 0.0 0.2 0.0
C -0.053 -2.315 5.073 0.0 0.1 -0.1
C -0.353 -1.089 4.371 0.0 -0.3 0.1
C -0.468 0.120 5.043 0.0 0.1 0.1
C -0.782 1.250 4.316 0.0 0.1 0.1
C -1.021 1.130 2.959 -0.1 0.0 -0.2
N -0.926 -0.030 2.313 0.4 -0.3 0.1
C -0.563 -1.112 2.998 -0.1 0.1 -0.1
H -0.323 0.161 6.114 0.1 0.0 0.0
H -0.858 2.220 4.790 0.0 0.0 0.0
H -1.316 1.989 2.366 0.1 0.0 0.0
H -0.435 -2.034 2.446 0.0 0.0 -0.1
```
Positions in Å, forces in eV/Å.

## Properties
- HOMO level (alpha / beta) (eV) = -5.04 / -5.09
- spin multiplicity = 6
- LUMO energy (alpha / beta) (eV) = 2.241 / 1.260
- largest force on an atom (eV/Å) = 0.93
- net charge = -1
- <S²> = 8.759
- calculated total energy (hartree) = -2600.44479
- orbital gap (alpha / beta) (eV) = 7.28 / 6.35

Now the Mulliken charges, all in e:
1 Ru 0.50
2 O -0.73
3 C -0.06
4 N 0.37
5 C 0.28
6 C -0.33
7 C -0.67
8 C -0.63
9 C -0.55
10 C -0.28
11 N 0.00
12 C 0.25
13 O -0.78
14 C 0.70
15 C -0.60
16 C -0.41
17 C -0.79
18 C -0.33
19 N 0.11
20 C 0.34
21 C -0.74
22 C -0.30
23 C -1.14
24 C -0.23
25 N 0.59
26 H 0.45
27 H 0.37
28 H 0.38
29 H 0.49
30 H 0.49
31 H 0.42
32 H 0.45
33 H 0.55
34 H 0.51
35 H 0.41
36 H 0.45
37 H 0.35
38 C -1.48
39 C 1.03
40 C -0.89
41 C -0.30
42 C -0.28
43 C -0.60
44 C -0.65
45 S 1.36
46 O -0.81
47 O -0.78
48 N 1.09
49 C -0.89
50 C 0.19
51 O -0.79
52 O -0.79
53 H 0.35
54 H 0.30
55 H 0.37
56 H 0.35
57 H 0.27
58 H 0.50
59 H 0.35
60 H 0.36
61 H 0.48
62 N -0.60
63 C -0.25
64 C -0.09
65 C -0.40
66 C -1.11
67 C -0.23
68 N 1.40
69 C -0.10
70 H 0.50
71 H 0.50
72 H 0.18
73 H 0.57